1.
ORCA calculation (ωB97M-V/def2-TZVPD) on a 15-piece molecular cluster, C3H34O15S overall.

total energy: -1661.4274 Eh
orbital gap: 9.3 eV
max |F|: 4.656 eV Å⁻¹
multiplicity: 1
total charge: 0
E_HOMO: -0.345 hartree

Positions of all 53 atoms, in Å:
S1 3.675 -2.439 -1.378
O1 1.830 2.716 2.559
O2 -3.934 -1.034 1.594
O3 -2.170 3.213 -2.565
O4 -2.167 -1.457 -3.247
O5 0.749 1.032 4.590
O6 -4.018 1.233 -2.411
O7 -1.093 1.002 -4.847
O8 2.835 -2.509 3.007
O9 3.537 -0.080 3.883
O10 -1.289 3.554 0.063
O11 0.226 0.993 -2.674
O12 -1.778 -1.147 3.273
O13 -3.992 -1.083 -1.059
O14 0.466 -2.083 2.061
O15 3.957 -0.057 1.071
C1 3.016 -1.007 -2.432
C2 1.931 -0.264 -1.641
C3 0.655 -0.113 -2.455
H1 -0.866 1.012 -3.902
H2 1.716 -0.767 -0.690
H3 0.977 2.446 3.000
H4 -1.173 2.581 -0.011
H5 -4.482 -1.792 1.976
H6 -3.809 -0.130 -1.415
H7 -4.330 -1.665 -1.833
H8 -2.698 -1.118 -2.570
H9 -4.525 1.874 -2.913
H10 -4.327 -0.657 0.783
H11 -1.717 3.590 -1.762
H12 3.914 -0.468 -2.743
H13 0.340 0.173 4.414
H14 -3.245 1.878 -2.176
H15 2.284 1.916 2.353
H16 -2.040 -0.479 3.875
H17 4.380 0.590 0.524
H18 2.033 -2.088 2.683
H19 1.646 0.989 4.316
H20 4.572 -0.768 0.973
H21 2.446 -2.705 -0.932
H22 2.508 -3.277 3.465
H23 2.673 -1.544 -3.312
H24 2.285 0.691 -1.247
H25 -2.095 1.149 -4.811
H26 -2.529 -1.267 2.639
H27 0.265 -3.080 2.024
H28 3.222 -0.954 3.514
H29 -1.431 3.114 -3.140
H30 4.229 0.105 3.239
H31 -0.410 3.744 0.428
H32 -0.436 -1.621 2.216
H33 -1.913 -0.880 -3.885
H34 0.102 -1.062 -2.471

***

2.
ORCA calculation (ωB97M-V/def2-TZVPD) on C14H17CuN5O4S2 as an isolated structure.

total energy: -3555.3756 Eh
orbital gap (alpha / beta): 8.6 / 8.2 eV
⟨S²⟩: 0.75
max |F|: 1.535 eV Å⁻¹
multiplicity: 2
total charge: 0
E_HOMO (alpha / beta): -0.304 / -0.304 hartree

Positions of all 43 atoms, in Å:
Cu1 -0.075 -0.038 -1.677
S1 -0.100 0.317 1.461
S2 -0.232 -2.940 -1.278
O1 -1.551 -3.080 -0.704
O2 0.850 -2.973 -0.319
O3 -0.131 -1.780 -2.230
O4 -0.956 3.675 -0.671
N1 -0.478 -0.964 3.737
N2 0.307 1.204 3.882
N3 1.968 0.209 -1.141
N4 -0.006 1.824 -1.614
N5 -2.057 0.341 -1.113
C1 0.009 -4.332 -2.405
C2 1.297 2.429 -1.708
C3 4.170 0.980 0.314
C4 -0.970 2.491 -0.990
C5 -0.092 0.167 3.110
C6 -2.133 1.599 -0.678
C7 -3.170 2.034 0.135
C8 3.372 1.928 -0.306
C9 2.725 -0.707 -0.557
C10 3.846 -0.360 0.181
C11 2.269 1.506 -1.035
C12 -2.994 -0.531 -0.782
C13 -4.060 -0.177 0.032
C14 -4.146 1.125 0.503
H1 0.137 1.213 4.874
H2 -0.069 -5.241 -1.825
H3 -2.847 -1.547 -1.120
H4 0.990 -4.230 -2.846
H5 -4.951 1.420 1.160
H6 1.574 2.553 -2.763
H7 0.423 2.085 3.408
H8 -4.795 -0.920 0.299
H9 1.284 3.417 -1.234
H10 2.383 -1.731 -0.647
H11 -0.293 -1.092 4.719
H12 -3.149 3.058 0.474
H13 5.024 1.280 0.903
H14 3.580 2.982 -0.210
H15 -0.620 -1.783 3.169
H16 4.435 -1.133 0.648
H17 -0.766 -4.278 -3.155